This record from the OMol25 dataset describes an isolated ion of composition C4H13N2 and charge +1. The level of theory is the ωB97M-V functional and the def2-TZVPD basis.

```
! wB97M-V def2-TZVPD RIJCOSX def2/J DEFGRID3
* xyz 1 1
N -1.4000 1.7082 0.2040
N 1.1716 -0.9762 -0.1571
C 2.6284 -0.9082 -0.2209
C -0.7863 0.3291 0.5016
C 0.4607 0.2353 -0.3959
C -1.8220 -0.7428 0.2927
H -2.4932 -0.5528 -0.5392
H -1.3921 1.8737 -0.8051
H 3.0020 -0.4586 -1.1454
H 0.8319 -1.7489 -0.7094
H 1.0955 1.0928 -0.1745
H 0.1230 0.3828 -1.4501
H -0.4703 0.4030 1.5328
H 2.9844 -0.3220 0.6255
H -1.3139 -1.6818 0.1113
H -0.8447 2.4321 0.6651
H -2.3593 1.7887 0.5418
H -2.4021 -0.9260 1.2029
H 2.9864 -1.9284 -0.0803
*
```

orbital gap: 9.1 eV
energy relative to the best compared isomer or geometry (same formula, charge and spin): 27.2 kcal/mol



This record from the OMol25 dataset describes a 2-piece molecular cluster, C9H13ClO4 overall in a non-equilibrium geometry. The level of theory is the ωB97M-V functional and the def2-TZVPD basis.

```
! wB97M-V def2-TZVPD RIJCOSX def2/J DEFGRID3
* xyz -2 1
Cl -0.1716 1.9480 -3.2758
O -2.2288 -0.9411 -1.7702
O 2.6025 1.5817 -0.4246
O 2.5429 -0.6559 -0.6984
O -2.7072 1.2057 -2.1866
C -1.9115 0.2338 -2.1089
C 0.0172 1.9606 0.0461
C 2.0293 0.4818 -0.5275
C 0.5615 0.5300 -0.1007
C -0.5045 0.5125 -2.4718
C 0.1378 -0.6292 0.8541
C -0.0847 -1.9202 0.1124
C 1.2814 -0.8005 1.8258
C -1.1565 -0.3231 1.5425
H -1.4144 -1.2087 2.1978
H 0.5332 2.5510 -0.5869
H -0.1711 -2.9162 0.5826
H 1.0522 -1.6912 2.3271
H -1.1290 2.0728 -0.0437
H 1.2402 0.0061 2.5935
H 2.1738 -0.8581 1.3371
H 0.2321 2.2275 1.1456
H -1.0997 0.6418 2.2265
H -1.9975 -0.1539 0.9113
H -0.9378 -1.6384 -0.5881
H 0.3272 -0.1558 -2.4884
H 0.7829 -2.0609 -0.4309
*
```

orbital gap (spin up / spin down): 6.2 / 6.6 eV
energy relative to the best compared isomer or geometry (same formula, charge and spin): 3.5 kcal/mol



This record from the OMol25 dataset describes C4H6N2O as an isolated structure in a non-equilibrium geometry. The level of theory is the ωB97M-V functional and the def2-TZVPD basis.

```
! wB97M-V def2-TZVPD RIJCOSX def2/J DEFGRID3
* xyz 0 1
O 0.9948 -0.8622 -1.0241
N -1.4213 0.8026 0.8861
N -0.8706 0.0144 -0.0296
C 0.3953 -2.1961 -1.0278
C 0.3321 0.1397 -0.3713
C -0.2022 2.1503 1.2460
C 0.8505 1.8477 0.5390
H -0.6354 2.7779 2.0346
H 1.8269 2.1304 0.1788
H -0.5226 -2.2289 -1.6285
H -2.3124 1.0916 0.4421
H 0.1643 -2.5318 -0.0105
H 1.1264 -2.8853 -1.4723
*
```

orbital gap: 9.5 eV
energy relative to the best compared isomer or geometry (same formula, charge and spin): 135.0 kcal/mol



This record from the OMol25 dataset describes C48H53AsCrN6O7S as an isolated structure. The level of theory is the ωB97M-V functional and the def2-TZVPD basis.

```
! wB97M-V def2-TZVPD RIJCOSX def2/J DEFGRID3
* xyz -2 5
As -2.1797 4.8719 2.9400
Cr 0.1737 -0.5858 0.4987
S 0.7284 3.2570 4.2060
O 0.7144 2.1812 5.3427
O 0.4935 -3.6001 2.0842
O -0.6424 4.9694 1.8722
O -1.3618 1.5548 0.6343
O 2.1354 3.7245 4.0305
O 1.3181 1.8002 0.7688
O -2.4703 3.2298 2.9215
N -1.2672 -0.8894 -0.8698
N 1.3452 -0.5756 -1.1364
N 2.2604 0.2821 3.7905
N -0.9321 -0.7310 2.2817
N -0.7833 0.3453 4.2141
N 1.8488 -0.8166 1.9131
C 2.7560 -3.9494 -2.3949
C -1.3422 -1.2649 -3.4474
C 3.2060 -0.6264 2.0348
C -1.2193 5.2540 4.6824
C -1.6979 -1.6057 -6.2343
C -4.9034 -0.1770 -0.5664
C 0.1146 6.1360 6.9976
C -1.7624 1.9664 -0.6447
C -0.3798 -1.3971 -5.7372
C 0.8255 -1.3134 -6.4963
C -2.7563 -1.6329 -5.3607
C 3.4784 0.6433 -1.1868
C 2.7048 -3.1154 -1.1109
C -2.1096 0.1499 3.9520
C 4.8317 -1.8052 -1.3249
C 1.7012 2.2417 -2.0987
C -5.4201 -1.4483 -0.3808
C -2.6046 -1.4647 -3.9603
C -1.0707 6.7396 6.5985
C 0.9672 -0.9971 -3.6784
C 5.5555 -0.6231 -1.3173
C 2.8695 2.0403 -1.1312
C 4.8718 0.5784 -1.2269
C 1.3181 -0.2287 2.9850
C -0.7501 -1.0362 -2.1271
C -3.1750 -2.3305 -0.4745
C 0.6267 5.0794 6.2618
C 2.4840 2.4583 0.2971
C -3.1695 1.5078 -1.0354
C -4.5431 -2.5209 -0.3297
C -2.2518 -3.5372 -0.4012
C 2.0121 -1.0656 -5.8509
C 3.2639 -3.9393 0.0569
C 3.4684 0.0615 3.1801
C -0.0326 4.6422 5.1221
C -0.1140 -0.1857 3.1800
C -3.5376 0.0570 -0.7312
C 2.7420 -0.5581 -1.2071
C -1.7225 6.3008 5.4560
C 3.4448 -1.7919 -1.2467
C -2.4872 -4.3421 0.8825
C -0.2593 -1.2395 -4.3693
C -3.3564 1.7638 -2.5382
C 0.6293 -0.8934 -2.2707
C -2.1938 -0.5278 2.7725
C -2.4231 -4.4440 -1.6250
C -2.6533 -1.0354 -0.6982
C 2.1123 -0.8992 -4.4464
H -1.7205 3.0597 -0.7300
H -3.7538 -1.7842 -5.7594
H -5.5792 0.6721 -0.6039
H -1.7496 -5.3036 -1.5609
H -3.4764 -1.4893 -3.3165
H -2.6977 1.1097 -3.1135
H 5.4347 1.5065 -1.2105
H -2.2049 -3.9016 -2.5444
H 0.6429 6.5053 7.8694
H -4.9347 -3.5224 -0.1831
H -1.8627 -1.7285 -7.2999
H -3.0648 -0.8538 2.2264
H -2.8792 0.5113 4.6101
H -1.6728 2.1770 1.3302
H 1.1906 -2.9570 1.9016
H -3.1152 2.8032 -2.7821
H -3.8800 2.1304 -0.4827
H 3.3219 -3.3413 0.9694
H 3.0762 -0.7017 -3.9923
H -1.0581 1.5461 -1.3656
H 2.0163 0.9658 4.5198
H -2.4846 -3.6899 1.7599
H 2.1691 -4.8647 -2.2773
H 1.6634 -2.8894 -0.8840
H 4.3932 0.4267 3.5915
H 2.3564 -3.3918 -3.2403
H 3.7891 -4.2327 -2.6241
H 2.6146 -4.7946 0.2582
H 2.3278 3.5409 0.3128
H -1.2256 -3.1703 -0.3896
H 1.5472 4.5867 6.5533
H 5.3575 -2.7531 -1.3840
H -6.4875 -1.5999 -0.2703
H -1.4789 7.5626 7.1761
H -0.3218 1.0930 4.8275
H 0.8000 -1.4232 -7.5756
H -1.6989 -5.0873 1.0096
H 3.6707 2.7272 -1.4231
H -3.4511 -4.8164 -1.6821
H 1.4177 3.2983 -2.1303
H 1.9687 1.9074 -3.1037
H -3.4485 -4.8622 0.8490
H 3.3129 2.2363 0.9757
H -0.0994 5.7152 2.1630
H 6.6379 -0.6359 -1.3797
H 0.6243 2.4521 0.9281
H -0.3190 -3.0949 1.9570
H 3.9038 -0.9925 1.2983
H 0.8460 1.6623 -1.7655
H -2.6448 6.7868 5.1462
H 2.9167 -0.9902 -6.4457
H -4.3851 1.5626 -2.8453
H 4.2662 -4.3148 -0.1697
*
```

orbital gap (spin up / spin down): 4.9 / 5.2 eV
expectation value of S²: 6.021



This record from the OMol25 dataset describes C31H50AsN4O10PSTa as an isolated structure. The level of theory is the ωB97M-V functional and the def2-TZVPD basis.

```
! wB97M-V def2-TZVPD RIJCOSX def2/J DEFGRID3
* xyz 1 1
Ta -0.6039 0.9127 0.1022
As 0.1123 4.2479 -0.5159
S 1.4433 1.2077 1.3845
P -2.2431 -1.7907 1.6793
O 0.5203 -1.9543 -2.4706
O -1.7674 0.5093 -1.4989
O -2.2134 -1.1412 -2.9646
O 1.3053 -2.2835 1.5836
O -2.6270 1.9669 3.3931
O 2.2192 2.3188 -2.6902
O -1.5005 -0.6390 0.9411
O -0.3778 2.6462 -0.8240
O 0.5724 -0.2529 -1.0105
O -1.4551 1.9625 1.5122
N -3.6282 -1.1200 2.1984
N -1.4333 -2.3661 2.9555
N -2.4979 -2.9947 0.6241
N 3.5169 -1.8034 1.3054
C -0.3772 2.2150 4.9607
C 3.8388 -1.8280 2.7156
C 2.5739 1.3141 -3.2813
C -1.4703 -0.5611 -2.2347
C 0.5040 0.9576 -4.6602
C -0.8584 -1.4228 3.9101
C -0.0707 2.3028 -4.3070
C -0.6084 4.8640 1.1401
C -0.2623 1.9322 3.5960
C -4.3174 -1.4997 3.4238
C -0.6288 5.2443 -1.9569
C 1.7699 0.5231 -4.2129
C 2.2687 -0.7316 -4.6192
C -0.6465 -2.0650 -6.6441
C -1.3685 -3.5372 -0.1344
C 0.7230 2.2238 5.7939
C -0.2435 0.1143 -5.4645
C 4.5837 -1.4761 0.3855
C 2.0082 4.4166 -0.4582
C 2.1032 1.6480 3.9167
C -0.9826 -3.7510 3.0865
C 1.0006 1.6407 3.0581
C -1.5536 1.9408 2.8471
C -4.3591 -0.1700 1.3577
C 3.5968 -1.2694 -4.1477
C -0.0011 -1.0137 -1.9593
C 1.9717 1.9368 5.2626
C -3.8156 -3.4045 0.1569
C 0.2205 -1.1402 -5.8447
C 2.2669 -2.0259 0.8706
C 1.4869 -1.5332 -5.4320
H 2.2543 5.4515 -0.6950
H -0.3276 2.3441 -3.2479
H 3.5903 0.9340 -3.0962
H -5.2695 -1.9869 3.1970
H -0.1370 4.3246 1.9595
H -1.3258 -4.6220 -0.0084
H -3.8690 -0.0472 0.3934
H -1.7001 5.0511 -1.9692
H -3.7019 -2.1826 4.0036
H -1.2223 0.4379 -5.7992
H -4.5146 -0.6046 4.0170
H -1.1080 -4.0495 4.1289
H -0.4368 6.3083 -1.8359
H -0.9722 2.4816 -4.8924
H 0.0641 -3.8463 2.8029
H 3.0787 1.4169 3.5086
H -4.4115 0.7995 1.8551
H 2.3479 4.1649 0.5438
H -0.3905 5.9290 1.2227
H 2.9340 -2.0374 3.2790
H -0.4303 -3.1171 0.2320
H 4.9853 -0.4830 0.6015
H 4.1998 -1.4820 -0.6335
H 3.7860 -2.2399 -4.6019
H -1.4372 -0.4992 3.9196
H 4.4310 -0.6146 -4.3994
H 2.8501 1.9339 5.8949
H -4.5927 -2.9910 0.7949
H -0.9148 -1.8551 4.9105
H 0.6090 2.4496 6.8452
H 2.4331 3.7355 -1.1947
H 4.5805 -2.6021 2.9233
H -1.4811 -3.3170 -1.1979
H -1.2121 -2.7062 -5.9640
H 0.6460 3.1017 -4.4988
H 0.1828 -1.2029 3.6683
H 4.2473 -0.8630 3.0252
H -3.8906 -4.4933 0.1852
H -1.3612 -1.5132 -7.2528
H -5.3710 -0.5409 1.1783
H -0.1749 4.8834 -2.8784
H 2.1739 -1.9461 -0.2207
H 1.8598 -2.5074 -5.7265
H -3.9811 -3.0718 -0.8712
H -0.0511 -2.7064 -7.2927
H -1.3662 2.4242 5.3444
H -1.6841 4.7015 1.1502
H -1.5966 -4.4002 2.4685
H 5.3946 -2.2036 0.4578
H 3.5885 -1.4117 -3.0646
*
```

orbital gap: 8.2 eV
energy relative to the best compared isomer or geometry (same formula, charge and spin): 16.3 kcal/mol



This record from the OMol25 dataset describes C19H18NOPdS as an isolated structure in a non-equilibrium geometry. The level of theory is the ωB97M-V functional and the def2-TZVPD basis.

```
! wB97M-V def2-TZVPD RIJCOSX def2/J DEFGRID3
* xyz 1 5
Pd 0.0134 -0.0066 -0.0858
S -0.0400 -0.0837 2.0522
O -0.8018 0.0817 -1.6990
N 0.0004 -0.0001 4.9943
C 0.7979 -1.5438 1.7125
C 1.0743 2.0163 0.7795
C 0.7293 -0.9592 -6.0055
C 0.1342 -2.3689 -0.3341
C -0.0575 1.1203 -5.0315
C 0.9147 -0.3191 -7.2106
C -1.0524 -2.1082 0.3711
C -1.1081 -0.7737 -2.7388
C -1.1358 2.1223 0.1948
C 0.3603 1.6189 1.8821
C 0.1872 2.3916 -0.2206
C 1.2288 -2.0064 0.4497
C 0.2291 -0.2711 -4.8606
C -0.0201 -0.0123 3.9272
C 0.0336 -0.9473 -3.6612
C 0.1398 1.7461 -6.2432
C 0.6231 1.0392 -7.3418
C -1.1070 1.5556 1.4911
C -0.7576 -1.6132 1.6595
H 0.7724 1.5410 -8.2917
H -1.4655 -1.7472 -2.3714
H -1.8972 1.2218 2.0838
H 2.2699 -2.0913 0.2040
H 0.9539 -2.0177 -5.9065
H 1.2920 -0.8765 -8.0607
H 1.3395 -1.1889 2.5188
H 2.1433 2.0871 0.7844
H 0.1940 -2.7489 -1.3436
H -1.9613 -0.3204 -3.2753
H -0.4295 1.6886 -4.1844
H -2.0261 2.2530 -0.3798
H 0.7195 1.1795 2.8235
H -0.0868 2.8031 -6.3377
H 0.7739 -1.6844 -3.3462
H 0.4614 2.7714 -1.1949
H -1.3796 -1.3021 2.4236
H -2.0597 -2.2464 0.0312
*
```

orbital gap (spin up / spin down): 5.7 / 5.5 eV
expectation value of S²: 6.061
energy relative to the best compared isomer or geometry (same formula, charge and spin): 141.5 kcal/mol



This record from the OMol25 dataset describes C20H21BBr3NO7RuS as an isolated structure. The level of theory is the ωB97M-V functional and the def2-TZVPD basis.

```
! wB97M-V def2-TZVPD RIJCOSX def2/J DEFGRID3
* xyz 0 1
Ru 1.1546 -1.4847 0.1839
Br 0.8399 1.8164 -2.8144
Br 1.7384 -1.2023 -2.2424
Br 1.5558 -9.6765 -0.6086
S 2.5253 -0.3859 2.1275
O 2.4109 -3.3923 0.5657
O -1.3605 0.2283 -0.3639
O -0.5154 -3.2116 -1.8779
O -0.5362 -2.7791 0.3807
O 0.3519 1.4201 0.5807
O 0.7897 -4.4009 -0.6026
O 1.2626 -1.2132 2.3214
N 2.7783 -0.3108 0.6584
C -1.9712 5.9544 2.1740
C 1.8334 -6.8889 -0.1607
C -0.0004 -3.2181 -0.6459
C 4.2285 -7.1133 1.2441
C 2.4104 -8.1261 0.0572
C 2.4736 -5.7571 0.3346
C 3.6692 -5.8645 1.0365
C -3.5420 6.2788 0.2812
C -1.6515 -2.3521 -2.0758
C -1.7552 1.5288 -0.1861
C -1.1023 6.5025 -0.1094
C 2.2798 0.6614 -2.3048
C -3.0696 3.4917 -0.2130
C -2.9484 2.1280 -0.4986
C -2.1716 5.7239 0.6698
C -0.7197 2.2489 0.3870
C -0.8299 3.5872 0.6682
C 1.9032 -4.4059 0.1345
C -2.0384 4.2313 0.3612
C 3.6016 -8.2509 0.7548
B -0.0317 0.1458 0.1002
H 0.0027 4.1167 1.1125
H -3.7615 1.5713 -0.9447
H -1.2268 6.3577 -1.1842
H -2.0775 -2.6621 -3.0247
H 4.1420 -4.9675 1.4111
H -1.3353 -1.3130 -2.1113
H 0.9044 -6.8010 -0.7041
H -4.0056 3.9746 -0.4533
H -2.0617 7.0175 2.4084
H 4.0330 -9.2295 0.9137
H -0.0953 6.1806 0.1582
H -0.9869 5.6207 2.5042
H -2.7212 5.4101 2.7506
H 5.1575 -7.2081 1.7895
H -3.7317 6.1722 -0.7884
H -1.1818 7.5708 0.1051
H 2.6090 0.9023 -1.3006
H -2.3650 -2.4818 -1.2652
H -4.3472 5.7836 0.8268
H 3.0683 0.7289 -3.0430
H -3.5824 7.3427 0.5217
*
```

orbital gap: 7.7 eV
energy relative to the best compared isomer or geometry (same formula, charge and spin): 37.1 kcal/mol



This record from the OMol25 dataset describes C22H70BNaO22 as an isolated structure in a non-equilibrium geometry. The level of theory is the ωB97M-V functional and the def2-TZVPD basis.

```
! wB97M-V def2-TZVPD RIJCOSX def2/J DEFGRID3
* xyz 0 1
Na 8.1557 -17.2119 -4.7223
O 10.5772 -17.3571 -1.9223
O 7.1185 -18.8667 -8.4716
O 8.5334 -22.6060 -5.3695
O 9.0237 -23.3200 -2.6828
O 6.9606 -17.1671 -2.5749
O 11.2750 -19.3473 -3.8634
O -0.4433 -21.0879 -3.3113
O 6.7850 -16.6097 -6.5492
O 2.6987 -16.8712 -8.4832
O 4.6290 -20.4717 -3.9005
O 10.1741 -22.0787 -7.5237
O 3.4413 -22.9169 -1.9013
O 9.3525 -19.1993 -6.7198
O 2.2744 -20.0837 -2.2559
O 12.1804 -24.6106 -5.4081
O 0.5717 -17.5581 -5.6150
O 8.7731 -19.8905 -0.9996
O 4.5041 -17.3160 -3.6289
O 9.5681 -14.4404 -4.2879
O 12.3340 -21.4337 -5.5844
O 10.8439 -16.7332 -5.2051
O 8.7837 -21.7736 1.3611
C 11.8202 -17.8941 -2.0826
C 5.9612 -16.4860 -1.8219
C 5.8278 -18.5812 -7.7955
C 13.2963 -23.7591 -5.2871
C 5.7090 -17.1271 -7.2195
C 1.2682 -19.4112 -3.0704
C 7.8241 -23.6972 -4.8190
C 10.1966 -19.6976 -7.7347
C 4.2560 -21.8400 -3.8683
C 7.5833 -21.4629 0.6319
C 9.8155 -20.9954 -8.3893
C 10.4607 -14.3801 -5.3862
C 12.0362 -19.2948 -2.7080
C 1.8582 -16.5620 -7.3742
C 1.7551 -17.6360 -6.3756
C 0.4510 -20.3193 -4.0065
C 11.4558 -15.4850 -5.1444
C 7.6981 -20.1413 -0.1149
C 12.8878 -22.4374 -4.6251
C 4.6786 -16.2778 -2.6863
C 8.6155 -24.3282 -3.6267
C 4.6799 -22.7057 -2.6680
B 7.5193 -19.8812 -4.1529
H 9.5180 -24.8779 -3.8939
H -0.0238 -19.7171 -4.7811
H 0.8839 -16.3139 -7.7955
H 3.1894 -22.0050 -4.0207
H 10.2398 -18.8588 -8.4295
H 1.8457 -18.5751 -3.4649
H 7.7508 -18.9591 -7.7552
H 0.4961 -18.9397 -2.4625
H 7.9601 -25.0474 -3.1355
H 11.6264 -19.9639 -1.9514
H 13.7029 -21.8893 -4.1526
H 9.9592 -23.4625 -2.5211
H 12.1090 -15.5047 -6.0167
H 10.0372 -14.1743 -3.4937
H 11.1266 -19.7549 -7.1691
H 12.4885 -17.1668 -2.5436
H 9.5424 -21.7945 0.7733
H 3.1354 -16.0991 -8.8503
H 6.9790 -23.2143 -4.3285
H 8.8191 -21.0963 -8.8195
H 13.6187 -23.6228 -6.3194
H 0.6398 -16.8546 -4.9654
H 11.7881 -21.9453 -6.1858
H 7.7096 -24.4591 -5.5901
H 6.8727 -20.0242 -0.8171
H 6.3273 -15.5562 -1.3864
H 11.6691 -19.9992 -4.4475
H 4.7257 -15.3320 -3.2260
H 1.8533 -18.6445 -6.7773
H 5.4942 -19.1338 -6.9172
H 5.4244 -22.1487 -2.0992
H 7.2496 -22.1313 -0.1619
H 0.1244 -21.8393 -3.1252
H 4.9971 -18.6998 -8.4911
H 12.3186 -25.2578 -6.1035
H 4.8533 -17.0276 -6.5516
H 12.4306 -17.9131 -1.1797
H 7.4986 -20.6634 -3.4100
H 7.7485 -19.3005 0.5770
H 14.0622 -24.2197 -4.6631
H 5.5730 -20.3036 -3.8543
H 2.9283 -22.1327 -2.1101
H 5.4173 -16.4461 -8.0190
H 11.5628 -17.2937 -4.9040
H 11.1051 -13.5011 -5.3769
H 6.6465 -21.5165 1.1864
H 1.2071 -20.9456 -4.4800
H 5.1061 -23.6739 -2.9308
H 12.2270 -15.3748 -4.3821
H 10.4461 -21.2316 -9.2464
H 9.4862 -19.5979 -5.8567
H 2.6165 -17.4998 -5.7217
H 9.5634 -21.9940 -6.7878
H 5.3581 -17.5500 -3.9997
H 8.5707 -20.3788 -1.8009
H 13.0594 -19.4283 -3.0593
H 3.1301 -20.0182 -2.6861
H 9.9924 -17.8378 -2.5128
H 8.4666 -19.3754 -4.2581
H 3.8304 -16.2034 -2.0058
H 5.6538 -17.1071 -0.9806
H 12.1526 -22.6574 -3.8510
H 8.5941 -21.9513 -4.6700
H 9.8723 -14.5878 -6.2800
H 6.6135 -18.0366 -2.3626
H 2.3093 -15.6320 -7.0282
H 7.2762 -16.1876 -7.2578
H 7.2180 -20.2401 -5.1248
H 6.7846 -19.1490 -3.8556
H 4.6474 -22.3266 -4.7617
*
```

orbital gap: 9.2 eV
energy relative to the best compared isomer or geometry (same formula, charge and spin): 9.5 kcal/mol